(1)
136
Properties=species:S:1:pos:R:3:forces:R:3:lowdin_charge:R:1 method="wB97M-V/def2-TZVPD" smiles="CC1(C)CCCC(C)(C)N1O.CC1(C)CCCC(C)(C)N1O.CC1(C)CCCC(C)(C)N1O.NC(N)=O.NC(N)=O.CO.CO.CO.CO.CO" orbital_gap_ha=0.300 homo_energy_ev=-7.910 total_energy_ha=-2481.9749 lumo_ev=0.27
C 2.3325 -1.0075 -8.2191 -0.7 -0.7 -0.4 -0.04
C 2.0122 0.2729 -7.4201 1.8 0.6 -0.7 -0.50
C 2.4514 1.4947 -8.2895 -0.2 0.0 0.6 -0.02
C 0.5459 0.3971 -7.0519 0.0 -1.2 -0.6 -0.15
C 0.1997 1.4481 -6.0206 0.0 0.1 -0.9 -0.18
C 1.0485 1.2466 -4.8197 1.8 -0.5 0.8 -0.14
C 2.5954 1.1440 -5.1350 -1.5 0.6 1.5 -0.51
C 3.0941 2.5905 -5.3512 0.1 0.5 0.2 -0.02
C 3.2513 0.6503 -3.8623 -0.3 0.4 2.6 -0.08
N 2.7727 0.1463 -6.1609 0.2 -0.1 0.5 -0.08
O 4.2013 -0.0194 -6.2971 -0.6 0.2 -1.0 -0.02
H 1.6745 -1.1456 -9.0870 0.0 0.5 0.0 0.08
H 3.3517 -1.0270 -8.6309 -0.2 0.1 0.4 0.08
H 2.1404 -1.9404 -7.6506 0.4 0.6 0.2 0.09
H 2.0890 1.4392 -9.3072 0.1 -0.5 -0.4 0.08
H 2.0435 2.4425 -7.9566 -0.1 0.1 0.5 0.06
H 3.5283 1.6014 -8.2454 0.3 -0.1 -0.3 0.08
H 0.0318 0.5155 -7.9852 -0.4 0.7 -0.7 0.11
H 0.2284 -0.6131 -6.8327 -0.2 -0.4 1.0 0.12
H 0.3704 2.4234 -6.5104 -0.3 -0.1 0.5 0.11
H -0.8387 1.3540 -5.7151 -0.3 0.2 -0.3 0.11
H 0.7925 0.3063 -4.3286 -0.2 -0.1 0.0 0.12
H 0.9711 2.0177 -4.0542 -0.3 0.2 -0.1 0.12
H 4.0774 2.6051 -5.7876 0.3 0.0 -0.8 0.08
H 3.2634 3.1872 -4.4303 -0.4 -0.8 0.0 0.09
H 2.3641 3.1857 -5.9029 0.3 -0.1 -0.4 0.07
H 4.3313 0.5805 -3.8894 0.3 0.4 -0.3 0.07
H 2.9692 -0.3397 -3.4199 -0.4 0.5 -0.9 0.07
H 2.9819 1.3943 -3.0307 0.4 -1.0 -1.1 0.09
H 4.3381 -0.9333 -6.0349 0.0 -0.1 0.0 0.10
C -1.4197 -2.0550 3.7491 -0.5 -0.4 -0.6 -0.02
C -2.2246 -3.1141 2.9610 -1.6 0.5 -1.5 -0.47
C -3.2965 -3.7838 3.8851 -0.6 -0.1 -1.4 -0.02
C -3.0295 -2.4180 1.8099 1.1 1.3 0.8 -0.15
C -3.6971 -3.3602 0.8196 1.5 2.3 -1.5 -0.17
C -2.6459 -4.3628 0.2614 -2.5 -0.8 0.3 -0.12
C -1.8717 -5.0869 1.3552 0.5 -0.3 0.3 -0.51
C -2.8041 -6.1215 2.0534 0.3 -0.8 0.2 -0.03
C -0.6731 -5.7645 0.6856 -0.2 -1.6 -0.6 -0.04
N -1.2815 -4.0581 2.2452 -1.3 1.2 1.7 -0.08
O -0.6248 -4.6190 3.3512 1.1 -1.5 0.1 -0.06
H -1.0642 -2.4217 4.7218 0.1 0.1 -0.4 0.10
H -0.6246 -1.6012 3.1298 -0.2 -0.4 0.4 0.07
H -2.1532 -1.2796 3.9319 0.0 0.4 0.3 0.05
H -4.1954 -4.1645 3.2931 1.3 0.5 0.8 0.09
H -2.8597 -4.6136 4.4009 -0.1 -0.6 0.6 0.05
H -3.6846 -3.0893 4.6284 0.2 0.2 0.0 0.09
H -3.6709 -1.5933 2.2202 0.1 -1.0 -0.2 0.13
H -2.2613 -1.8392 1.2612 -0.2 -0.3 0.0 0.10
H -4.6316 -3.7513 1.1406 -0.5 -0.9 0.5 0.09
H -3.9892 -2.6686 -0.0214 0.2 -0.8 0.5 0.11
H -1.9634 -3.9364 -0.4718 -0.2 0.2 0.0 0.12
H -3.3290 -5.1309 -0.2095 1.2 0.5 -0.1 0.14
H -2.4460 -6.4712 3.0612 -0.4 0.5 -0.9 0.09
H -2.8643 -7.0452 1.4652 0.4 0.1 -0.1 0.09
H -3.8555 -5.8242 2.0835 0.3 0.3 0.4 0.07
H -1.0298 -6.3990 -0.1574 0.1 0.5 0.4 0.10
H -0.0784 -6.4481 1.2921 -0.3 0.0 0.5 0.08
H 0.0600 -5.0835 0.2871 0.0 0.7 -0.2 0.07
H -1.2829 -5.1390 3.8514 0.4 0.2 -0.2 0.07
C -2.3155 3.2238 2.1494 2.1 -0.4 -1.0 -0.04
C -3.1256 2.9818 3.3574 0.3 -1.0 1.8 -0.53
C -4.5673 2.8696 2.9711 0.9 0.7 -1.6 -0.04
C -2.8644 1.5559 3.9480 0.4 0.3 1.3 -0.13
C -1.5570 1.4360 4.6945 1.5 -0.8 -0.1 -0.20
C -1.4518 2.5114 5.7621 0.6 -0.6 0.5 -0.14
C -1.6789 3.9368 5.2195 0.2 -0.2 1.3 -0.52
C -1.8609 4.7803 6.5261 -1.2 1.2 -0.4 -0.04
C -0.4477 4.4211 4.4169 0.6 1.1 0.9 -0.03
N -2.9217 3.9067 4.4826 -1.3 0.0 0.6 -0.09
O -3.3260 5.2588 4.1983 -0.8 -0.4 -0.8 -0.03
H -2.1087 4.2817 1.9391 -0.4 -0.1 0.1 0.09
H -1.3195 2.7241 2.2698 -0.7 0.4 -0.4 0.08
H -2.8450 2.7601 1.3163 0.3 0.0 -0.3 0.08
H -4.7927 3.5409 2.1580 -0.4 0.3 -0.3 0.09
H -4.6504 1.8618 2.6278 -0.7 -0.5 -0.4 0.08
H -5.1616 3.0505 3.7901 -1.7 0.2 1.9 0.07
H -3.6521 1.3329 4.6857 -0.1 0.3 -0.2 0.13
H -2.9602 0.7878 3.2043 0.1 -0.2 -0.8 0.10
H -1.3580 0.4464 5.1595 -0.8 0.4 0.0 0.11
H -0.6815 1.4227 4.0163 -0.3 0.7 -0.1 0.10
H -0.4285 2.4657 6.2271 -0.9 0.1 -0.3 0.13
H -2.1938 2.2572 6.5762 0.6 0.5 -0.8 0.13
H -2.5645 4.3360 7.2826 0.7 0.1 -0.9 0.09
H -2.2677 5.8111 6.3371 0.4 -0.9 -0.1 0.08
H -0.8917 4.9352 6.9743 0.3 -0.2 0.3 0.06
H -0.0583 3.6935 3.6958 -0.2 0.2 0.2 0.04
H 0.3823 4.6311 5.1874 -1.1 -0.2 -1.3 0.10
H -0.6976 5.3778 3.8811 0.3 -0.8 0.5 0.10
H -4.3136 5.2148 4.1764 1.2 0.0 0.2 0.11
N 3.5206 -1.0753 1.6870 1.4 -1.1 0.0 0.19
C 2.2603 -1.5001 1.9513 0.4 0.3 0.4 -0.69
N 1.9806 -2.7871 2.0568 -0.6 -4.0 0.1 0.17
O 1.3263 -0.7106 2.1515 0.0 1.1 -0.7 -0.02
H 3.6113 -0.1922 1.2595 0.1 1.5 -0.3 0.05
H 4.3870 -1.6217 1.5124 -1.6 0.0 0.4 0.13
H 0.9469 -3.0226 2.2103 2.1 0.2 -0.2 0.12
H 2.6797 -3.5891 1.9687 -1.5 1.9 0.1 0.15
N 0.8530 4.2715 -0.5012 -0.4 1.1 0.1 0.19
C 0.9828 2.9510 -0.4652 1.2 -1.4 -1.4 -0.68
N -0.0980 2.1957 -0.4160 -2.1 -1.6 0.7 0.21
O 2.0909 2.4314 -0.7064 0.3 0.0 0.7 -0.03
H 0.0396 4.7508 -0.2008 -0.7 0.1 0.3 0.10
H 1.7023 4.7334 -0.3432 1.1 0.8 0.1 0.10
H 0.0352 1.1694 -0.3711 -0.1 1.0 -0.1 0.09
H -1.0316 2.5141 -0.1311 0.8 -0.1 -0.2 0.09
C -3.1139 -0.1216 -1.5170 0.3 -0.9 -0.9 -0.17
O -2.5605 0.4509 -0.3715 0.2 0.3 0.8 -0.15
H -2.4970 -1.0047 -1.8059 -0.7 0.2 0.1 0.08
H -4.1743 -0.4261 -1.3696 0.6 0.2 -0.1 0.08
H -3.0384 0.5590 -2.3797 -0.2 0.0 0.3 0.08
H -1.8021 -0.0984 -0.0901 -0.3 0.3 -0.2 0.03
C 5.0699 1.1432 -1.0519 -1.3 0.8 0.9 -0.13
O 4.5897 1.4461 0.2889 -1.8 0.7 -0.8 -0.19
H 5.8965 0.4977 -0.8802 1.2 -0.1 -0.2 0.07
H 4.3465 0.5549 -1.6052 -0.3 0.0 0.0 0.04
H 5.2653 2.0786 -1.6204 0.3 -0.7 0.3 0.10
H 3.6776 1.9019 0.1887 1.8 -0.8 -0.1 0.07
C 2.9074 -3.4783 -3.7067 0.5 0.3 2.1 -0.15
O 4.0263 -4.3086 -3.4632 0.6 -0.2 0.0 -0.12
H 2.2598 -3.4415 -2.7953 0.4 0.3 -0.5 0.08
H 3.3170 -2.4869 -3.9380 -0.4 -0.3 0.0 0.07
H 2.3137 -3.8720 -4.4686 -1.0 -0.3 -1.6 0.05
H 3.7685 -5.2336 -3.3993 -0.1 0.2 0.0 0.08
C 2.3587 2.1586 4.0439 -0.3 -1.6 -0.3 -0.14
O 1.5529 2.3094 2.8692 -0.1 0.9 0.5 -0.17
H 1.9952 1.2333 4.6061 0.5 1.2 -0.4 0.09
H 3.4079 1.9692 3.7411 -0.4 0.3 0.4 0.08
H 2.2570 3.0614 4.6702 0.1 -0.5 -0.4 0.07
H 1.7999 1.6817 2.1913 0.1 -0.5 0.1 0.04
C 0.7854 -1.2513 -1.1085 0.3 -0.5 -1.2 -0.15
O -0.1092 -0.8615 -0.1228 0.0 0.3 1.7 -0.18
H 0.1832 -1.6339 -1.9290 0.0 0.2 -0.4 0.08
H 1.3881 -0.3847 -1.4525 0.1 -0.7 0.1 0.08
H 1.3729 -2.1311 -0.7926 0.3 0.6 0.0 0.08
H 0.4280 -0.8171 0.7172 -0.8 0.2 -0.1 0.05


(2)
15
Properties=species:S:1:pos:R:3:forces:R:3:lowdin_charge:R:1 method="wB97M-V/def2-TZVPD" charge=+2 orbital_gap_ha="0.350 / 0.350" homo_energy_ev="-19.109 / -19.108" total_energy_ha=-320.2788 lumo_ev="-9.58 / -9.58"
C -0.1254 -0.6336 -0.0420 -3.5 1.5 -1.8 -0.01
C 1.2591 -0.3938 0.4061 1.0 1.1 -1.5 -0.02
N -0.8053 -1.7196 -0.1808 2.1 2.7 0.4 0.27
N -1.5073 0.8915 -0.5163 0.9 -1.3 4.1 0.09
N 1.6541 1.1330 0.2759 -1.5 -0.1 0.3 0.22
O -2.6987 0.2898 -0.2758 1.1 0.6 -1.0 -0.01
H 1.3912 -0.6834 1.4578 0.5 -0.2 -0.4 0.17
H 1.9382 -0.8024 -0.4157 -0.6 -0.4 1.6 0.19
H -0.4381 -2.5736 0.1130 0.6 -2.2 0.5 0.15
H -1.6770 -1.7247 -0.6744 -1.0 0.2 -0.1 0.15
H -1.2440 1.0293 -1.4744 -0.9 -0.9 -1.3 0.10
H 1.2495 1.7296 1.0111 -0.3 -0.2 -0.2 0.19
H 1.4177 1.5469 -0.6332 -0.5 -0.2 0.1 0.18
H 2.6343 1.3349 0.3275 1.3 -0.6 0.4 0.17
H -3.0482 0.5761 0.6213 0.9 -0.1 -1.0 0.18


(3)
19
Properties=species:S:1:pos:R:3:forces:R:3:lowdin_charge:R:1 method="wB97M-V/def2-TZVPD" charge=-1 orbital_gap_ha="0.157 / 0.234" homo_energy_ev="-0.168 / -2.291" total_energy_ha=-310.9615 s_squared=0.771 multiplicity=2 lumo_ev="4.11 / 4.09"
C 0.1898 -1.7274 -0.1916 0.9 0.5 0.7 -0.10
C -0.3461 -0.3099 -0.1396 0.5 0.2 0.8 -0.43
C -0.0588 0.6107 -1.1192 -0.9 0.5 -0.9 -0.21
C 1.0340 0.5799 -2.1670 -0.7 -0.8 0.7 -0.17
C -2.1462 1.0616 1.0028 -0.7 0.2 1.0 -0.14
C -1.2175 0.0330 0.9472 0.4 -1.0 -1.0 -0.30
H 1.0261 -1.8790 0.5081 -0.1 -0.2 0.2 0.05
H -0.6139 -2.4151 0.0791 0.1 -0.2 -0.2 0.06
H 0.6466 -1.9699 -1.1531 -0.4 -0.1 -0.2 0.05
H -0.9424 1.2482 -1.2817 0.7 0.5 0.0 0.06
H 0.8213 1.3051 -2.9511 0.2 -0.1 -0.1 0.05
H 2.0047 0.7931 -1.7177 0.2 0.2 -0.1 0.05
H 1.1453 -0.4327 -2.5971 0.0 0.2 -0.3 0.04
H -2.0723 2.0843 0.6521 0.3 -0.2 -0.6 -0.02
H -3.0228 0.8965 1.6338 0.3 0.2 0.3 -0.02
H -1.1973 -0.7274 1.7348 -0.7 -0.1 -0.1 0.07
H 1.4657 -0.4334 2.5872 -0.7 -0.3 -0.3 0.01
H 1.4100 0.8731 1.7401 -0.7 -0.3 -0.5 0.02
O 1.8738 0.4093 2.4328 1.3 0.5 0.7 -0.07


(4)
9
Properties=species:S:1:pos:R:3:forces:R:3:lowdin_charge:R:1 method="wB97M-V/def2-TZVPD" charge=+1 orbital_gap_ha=0.494 homo_energy_ev=-17.782 total_energy_ha=-266.5474 lumo_ev=-4.35
O -1.3647 1.2356 -0.8179 0.3 0.9 0.5 0.07
H -1.6338 2.0842 -0.4206 0.1 -0.4 -0.2 0.13
H -2.1564 0.7356 -1.0156 -0.3 -0.3 -0.1 0.11
H -0.1589 0.7070 -0.4603 -0.3 -0.7 -0.3 0.09
O 0.8424 0.3068 -0.3378 0.0 0.6 -0.1 0.19
C 1.2008 -0.6595 0.3437 1.0 0.6 0.4 -0.20
O 0.3869 -1.5694 0.7138 -1.0 0.0 -0.1 0.23
H 2.2701 -0.6066 0.6103 -0.4 -0.8 0.1 0.19
H 0.6136 -2.2337 1.3843 0.7 0.1 -0.1 0.18